{"formula": "C3H12N2O2", "method": "ωB97M-V/def2-TZVPD", "elements": ["H", "C", "H", "N", "H", "H", "H", "H", "H", "C", "H", "H", "N", "O", "H", "C", "O", "H", "H"], "coordinates": [[-2.5456, 0.5429, 0.1532], [1.1721, -0.5727, -0.1809], [3.0951, 0.5595, 0.1900], [-0.1011, -0.6910, 0.3470], [-0.4364, 0.1414, 0.8534], [1.0584, -0.4328, -1.3559], [-2.0788, -3.1277, 0.8620], [1.9382, 0.4660, 1.6066], [1.7156, -1.4404, -0.0120], [2.0286, 0.6864, 0.5420], [-2.9105, 1.2552, 1.3448], [1.7207, 1.6519, 0.1309], [-1.9557, -2.0863, 0.8808], [0.4281, 1.8672, -2.4300], [-0.4291, 1.5853, -2.6065], [-0.7666, -1.8533, 0.5971], [-2.2918, 1.3861, 0.6461], [0.3147, 2.7373, -2.1440], [0.0439, -2.6751, 0.5751]], "smiles": "[H]/N=C/NCC.O.O", "relative_energy_kcal_mol": 48.03, "homo_ev": -8.701, "spin_multiplicity": 1}

---

{"formula": "C12H20Cl2IN4O2", "method": "ωB97M-V/def2-TZVPD", "elements": ["C", "H", "N", "H", "C", "N", "C", "C", "H", "H", "H", "H", "Cl", "C", "H", "C", "H", "C", "O", "C", "I", "H", "H", "N", "N", "H", "H", "H", "H", "H", "C", "H", "H", "Cl", "H", "C", "O", "C", "H", "H", "C"], "coordinates": [[3.0243, -1.7095, -4.4748], [-2.7275, -0.1272, 5.0500], [4.4655, -1.9732, -4.8486], [-0.2877, 1.2436, 8.0813], [1.4777, 0.0080, -5.8056], [-2.6049, 0.4761, -0.1917], [-0.7669, 0.0275, 4.2531], [-2.3420, 1.1105, 0.9873], [2.6955, 1.0230, -4.0212], [-4.0464, 0.5764, 2.1665], [3.4817, 1.2174, -5.7539], [-1.7718, 0.2621, -0.7276], [0.1082, 0.5180, -6.9521], [-1.6232, 0.5379, 6.5743], [-4.7155, 0.3691, -0.0796], [-3.5047, 1.4775, 1.8665], [4.3967, -1.8458, -1.2948], [-0.2494, 0.9433, 7.0304], [-2.5969, 0.5649, 7.3247], [2.7480, -1.6185, -2.8608], [0.8316, -1.2071, -1.8867], [1.8459, 2.1948, -5.2326], [6.3058, -2.2191, -3.4007], [4.1439, -1.8568, -2.3284], [-1.7748, 0.1291, 5.2815], [4.8229, -2.0330, -5.8268], [-3.8830, -0.9892, -0.8805], [-4.1707, 2.1655, 1.3389], [0.4402, 0.1001, 6.9372], [-1.0668, 0.6688, 3.4206], [-3.8871, 0.0936, -0.7332], [0.1051, 1.7934, 6.4413], [0.2210, 0.3263, 4.6056], [0.6573, -2.8265, -6.1800], [-4.0064, 0.5865, -1.7012], [2.4564, 1.1702, -5.1794], [-1.1797, 1.3638, 1.2988], [5.1367, -2.0491, -3.4958], [-0.7343, -1.0103, 3.9124], [-3.1374, 1.9757, 2.7681], [1.7125, -1.4575, -5.4825]], "charge": 1, "relative_energy_kcal_mol": 171.44, "homo_ev": -10.559, "spin_multiplicity": 1}

---

{"formula": "C6H10ClN", "method": "ωB97M-V/def2-TZVPD", "elements": ["H", "H", "H", "Cl", "C", "C", "N", "H", "H", "C", "H", "H", "H", "H", "C", "H", "C", "C"], "coordinates": [[2.0909, 1.1824, 1.3247], [0.0966, -1.6421, -0.2662], [-0.7807, -1.4020, 1.2161], [2.7309, -0.3464, -0.4962], [-1.6793, 1.1153, -0.5358], [1.6715, 0.2539, 0.9040], [-3.0664, -0.7382, 0.2768], [-2.4404, 1.7040, -0.1314], [1.7404, -0.5964, 1.6172], [-1.8614, -0.4272, -0.4363], [-3.3408, -1.7266, 0.1224], [-0.1906, 2.4935, 0.3492], [-3.8011, -0.2148, -0.1041], [-1.5473, 1.3315, -1.6450], [-0.3646, 1.4323, 0.1775], [-1.9245, -0.8035, -1.4286], [-0.5270, -0.9209, 0.3024], [0.2836, 0.3347, 0.4954]], "smiles": "N[C@H]1CC=C(CCl)C1", "relative_energy_kcal_mol": 13.79, "homo_ev": -9.169, "spin_multiplicity": 1}

---

Electronic energy values, unit Ha, following the record order: -381.4384, -2056.3398, -749.5345.